(1)
ORCA calculation (the ωB97M-V functional and the def2-TZVPD basis) on 5 unconnected molecules or ions with the total composition C51H59B2F4O9PS at a distorted geometry.

The geometry in XYZ format:
```
127
Properties=species:S:1:pos:R:3
C 1.049 4.703 -0.277
C 1.645 3.959 -1.024
C 2.367 3.126 -2.016
C 2.258 1.627 -1.777
C 3.185 0.978 -1.070
C 4.391 1.661 -0.447
S 5.769 1.573 -1.685
C 6.908 0.260 -1.135
C 8.344 0.792 -0.842
C 3.089 -0.538 -0.889
O 4.109 -1.181 -0.784
C 1.692 -1.113 -0.898
C 1.334 -2.266 -0.196
B 2.403 -3.079 0.696
O 3.268 -3.988 0.111
O 2.514 -2.889 2.050
C 0.004 -2.745 -0.237
B -0.316 -4.090 0.576
O -0.502 -5.255 -0.145
C -0.457 -4.194 2.145
C -0.998 -2.867 2.807
C -1.008 -2.091 -0.948
P -2.728 -2.636 -1.056
O -3.074 -3.915 -0.425
O -3.071 -2.776 -2.649
O -3.755 -1.520 -0.475
C -0.649 -0.891 -1.636
C -1.654 -0.028 -2.414
C -1.825 1.370 -1.687
C -3.349 1.661 -1.434
C -3.534 2.408 -0.072
C -3.342 3.942 -0.286
C -3.067 4.648 1.077
C -4.237 4.523 2.092
C -4.125 3.334 3.063
O -2.899 3.381 3.816
C -2.359 2.073 3.922
C 0.673 -0.437 -1.623
C 1.121 0.808 -2.376
O 0.671 1.180 -3.436
H 0.474 5.458 0.228
H 3.420 3.433 -2.111
H 1.925 3.323 -3.009
H 4.189 2.705 -0.176
H 4.753 1.153 0.459
H 6.529 -0.179 -0.200
H 6.975 -0.552 -1.874
H 8.356 1.273 0.148
H 9.014 -0.083 -0.780
H 8.675 1.469 -1.640
H 3.507 -3.608 -0.747
H 2.017 -2.092 2.277
H 0.028 -5.242 -0.953
H 0.527 -4.477 2.559
H -1.146 -5.028 2.358
H -1.741 -3.141 3.568
H -0.160 -2.390 3.336
H -1.409 -2.172 2.060
H -2.297 -2.427 -3.120
H -4.111 -1.836 0.368
H -2.661 -0.458 -2.474
H -1.310 0.096 -3.452
H -1.370 1.333 -0.684
H -1.428 2.174 -2.319
H -3.943 0.738 -1.350
H -3.777 2.256 -2.257
H -4.557 2.254 0.316
H -2.791 2.075 0.674
H -4.248 4.394 -0.726
H -2.489 4.055 -0.975
H -2.114 4.306 1.513
H -2.947 5.724 0.854
H -5.202 4.488 1.556
H -4.246 5.449 2.694
H -4.171 2.364 2.543
H -4.943 3.413 3.807
H -1.604 2.059 4.726
H -1.880 1.785 2.966
H -3.121 1.317 4.198
F -1.338 -0.825 4.650
C -0.598 -0.765 5.773
C -0.877 -1.631 6.812
C -0.109 -1.571 7.967
C 0.918 -0.642 8.072
C 1.182 0.225 7.020
C 0.424 0.161 5.859
H -1.686 -2.343 6.715
H -0.313 -2.249 8.785
H 1.512 -0.594 8.975
H 1.980 0.952 7.103
H 0.621 0.823 5.025
F -8.600 -1.478 -2.929
C -8.058 -2.694 -2.717
C -8.843 -3.819 -2.879
C -8.282 -5.071 -2.666
C -6.951 -5.180 -2.284
C -6.177 -4.039 -2.120
C -6.732 -2.786 -2.343
H -9.881 -3.712 -3.170
H -8.885 -5.961 -2.797
H -6.517 -6.157 -2.114
H -5.142 -4.124 -1.819
H -6.142 -1.886 -2.229
F -1.132 4.861 -2.504
C -0.789 5.485 -3.646
C -1.208 6.784 -3.858
C -0.848 7.427 -5.035
C -0.086 6.761 -5.986
C 0.323 5.453 -5.759
C -0.026 4.811 -4.580
H -1.808 7.283 -3.109
H -1.163 8.447 -5.210
H 0.190 7.263 -6.904
H 0.913 4.932 -6.502
H 0.289 3.793 -4.382
F 9.888 -3.255 -1.045
C 8.830 -3.831 -0.438
C 7.579 -3.264 -0.583
C 6.490 -3.858 0.037
C 6.667 -5.004 0.801
C 7.932 -5.559 0.941
C 9.022 -4.973 0.313
H 7.463 -2.368 -1.176
H 5.506 -3.430 -0.073
H 5.815 -5.463 1.288
H 8.070 -6.450 1.540
H 10.015 -5.395 0.404
```

Summary:
Net charge: 0
Gap between HOMO and LUMO, eV: 7.28
E_tot, eV: -104621.918
Highest occupied orbital energy, eV: -8.860



(2)
ORCA calculation (the ωB97M-V functional and the def2-TZVPD basis) on a molecular structure, C51H60F2N6O27S3 at a distorted geometry.

The geometry in XYZ format:
```
149
Properties=species:S:1:pos:R:3
C 2.001 2.256 6.002
C 1.760 1.276 5.022
C 0.588 1.295 4.302
C -0.426 2.182 4.635
C -0.217 3.120 5.649
C 1.023 3.244 6.243
N -1.662 2.221 3.863
O -1.900 1.364 3.045
O -2.418 3.161 4.042
H 3.004 2.218 6.403
H 2.619 0.664 4.783
H 0.341 0.523 3.582
H -0.959 3.884 5.835
H 1.275 3.973 7.000
C -3.053 -1.526 2.488
C -3.436 -1.619 3.805
C -4.100 -2.702 4.323
C -4.464 -3.722 3.438
C -4.127 -3.622 2.111
C -3.459 -2.517 1.579
N -5.182 -4.892 3.968
O -5.895 -4.723 4.939
O -5.007 -5.947 3.395
H -2.397 -0.762 2.093
H -3.046 -0.828 4.437
H -4.169 -2.867 5.389
H -4.355 -4.367 1.357
H -3.000 -2.503 0.599
C 6.681 -1.135 -3.887
C 6.185 0.123 -3.547
C 5.087 0.166 -2.697
C 4.397 -1.001 -2.365
C 4.920 -2.209 -2.771
C 6.151 -2.313 -3.405
N 3.166 -1.003 -1.567
O 2.635 0.052 -1.264
O 2.635 -2.074 -1.286
H 7.664 -1.219 -4.340
H 6.551 1.087 -3.867
H 4.724 1.096 -2.274
H 4.386 -3.147 -2.680
H 6.519 -3.301 -3.630
C 2.519 3.173 2.591
C 3.101 2.059 1.993
C 4.334 1.576 2.405
C 4.979 2.156 3.488
C 4.384 3.254 4.146
C 3.151 3.708 3.695
N 6.297 1.736 3.895
O 6.630 2.001 5.044
O 7.012 1.106 3.138
H 1.580 3.587 2.250
H 2.593 1.756 1.086
H 4.897 0.845 1.840
H 4.966 3.700 4.939
H 2.699 4.556 4.196
C -1.892 -7.030 -0.066
C -2.404 -5.748 -0.139
C -2.691 -5.177 -1.366
C -2.290 -5.918 -2.487
C -1.911 -7.263 -2.431
C -1.679 -7.849 -1.173
N -2.376 -5.293 -3.828
O -2.683 -4.129 -3.915
O -2.259 -6.053 -4.774
H -1.856 -7.576 0.870
H -2.917 -5.240 0.669
H -3.002 -4.146 -1.436
H -1.855 -7.815 -3.357
H -1.259 -8.843 -1.166
C -5.803 1.524 -1.998
C -4.639 0.800 -1.923
C -4.725 -0.564 -1.615
C -5.983 -1.065 -1.397
C -7.175 -0.343 -1.430
C -7.090 1.010 -1.728
N -6.060 -2.532 -1.135
O -5.314 -3.313 -1.676
O -6.975 -2.846 -0.397
H -5.783 2.599 -2.148
H -3.638 1.179 -2.074
H -3.806 -1.123 -1.510
H -8.121 -0.763 -1.125
H -7.947 1.662 -1.677
O 4.549 5.619 -1.978
S 4.199 5.001 -0.723
O 3.316 5.733 0.160
O 3.598 3.488 -0.984
C 2.645 3.247 -2.010
C 1.436 4.148 -1.753
C 5.687 4.640 0.227
H 2.278 2.236 -1.840
H 2.964 3.258 -3.054
H 1.517 5.190 -2.055
H 1.082 4.094 -0.726
H 0.590 3.725 -2.303
H 5.388 4.316 1.220
H 6.214 5.587 0.323
H 6.206 3.984 -0.469
O 1.852 -3.111 -7.042
S 2.106 -3.596 -5.726
O 3.461 -3.611 -5.196
O 1.309 -2.705 -4.610
C -0.010 -2.290 -4.923
C -0.528 -1.291 -3.890
C 1.317 -5.188 -5.582
H -0.713 -3.126 -4.909
H -0.103 -1.783 -5.885
H -0.290 -1.706 -2.908
H -1.601 -1.118 -3.895
H 0.021 -0.353 -3.989
H 0.292 -5.033 -5.913
H 1.168 -5.265 -4.502
H 1.993 -5.911 -6.021
O -1.395 3.781 1.023
S -1.799 5.148 0.798
O -1.577 6.275 1.682
O -1.140 5.559 -0.676
C -0.717 6.897 -0.957
C -1.951 7.680 -1.416
C -3.533 4.975 0.290
H 0.020 6.884 -1.756
H -0.319 7.343 -0.045
H -2.380 7.241 -2.324
H -1.746 8.718 -1.673
H -2.794 7.512 -0.746
H -3.923 4.295 1.048
H -3.301 4.367 -0.584
H -4.100 5.890 0.196
C -0.129 0.486 1.131
C -0.587 0.966 -0.266
O -0.920 -0.296 -0.831
C -1.419 -1.077 0.150
O -2.050 -2.063 -0.073
O -1.168 -0.491 1.344
F 0.355 1.722 -0.856
H -0.322 1.289 1.839
H 0.817 -0.053 1.144
H -1.497 1.576 -0.234
C 0.012 -2.693 2.115
C 0.851 -3.929 1.770
O 2.178 -3.512 1.688
C 2.237 -2.230 2.063
O 3.254 -1.640 2.309
O 1.046 -1.716 2.345
F 0.467 -4.546 0.624
H -0.654 -2.872 2.952
H -0.527 -2.330 1.239
H 0.717 -4.602 2.622
```

Summary:
Net charge: 0
Gap between HOMO and LUMO, eV: 8.37
E_tot, eV: -156000.248
Highest occupied orbital energy, eV: -9.469



(3)
ORCA calculation (the ωB97M-V functional and the def2-TZVPD basis) on a molecular structure, C51H60N5O8P3PbS3.

The geometry in XYZ format:
```
131
Properties=species:S:1:pos:R:3
Pb -0.362 0.008 0.589
N 2.021 -1.209 -0.142
N 2.600 -1.765 1.013
C 1.692 -2.345 1.949
O 2.204 -3.029 2.838
O 0.467 -2.079 1.768
H 1.754 -1.893 -0.841
H 2.623 -0.507 -0.552
H 3.413 -2.351 0.874
O 1.073 1.665 -1.004
P 0.950 2.348 -2.324
C -0.102 1.498 -3.533
P 0.038 -0.311 -3.643
O -0.220 -1.012 -2.350
C -1.136 -0.754 -4.932
C -0.751 -1.430 -6.088
C -1.713 -1.846 -6.999
C -3.055 -1.592 -6.755
C -3.442 -0.916 -5.604
C -2.486 -0.496 -4.694
C 1.673 -0.693 -4.299
C 2.285 -1.856 -3.834
C 3.553 -2.200 -4.278
C 4.215 -1.384 -5.186
C 3.606 -0.232 -5.663
C 2.336 0.109 -5.224
C 0.278 4.015 -2.176
C 1.153 5.048 -1.830
C 0.666 6.320 -1.580
C -0.697 6.571 -1.674
C -1.572 5.549 -2.010
C -1.089 4.272 -2.259
C 2.559 2.558 -3.108
C 2.720 3.275 -4.292
C 3.978 3.415 -4.853
C 5.081 2.838 -4.231
C 4.927 2.136 -3.045
C 3.666 2.001 -2.477
H -0.002 1.951 -4.522
H -1.132 1.631 -3.177
H 0.295 -1.635 -6.276
H -1.415 -2.374 -7.895
H -3.803 -1.928 -7.461
H -4.489 -0.722 -5.408
H -2.786 0.021 -3.792
H 1.761 -2.480 -3.121
H 4.027 -3.102 -3.913
H 5.209 -1.648 -5.524
H 4.120 0.403 -6.372
H 1.861 1.003 -5.611
H 2.216 4.854 -1.752
H 1.348 7.117 -1.310
H -1.078 7.565 -1.480
H -2.635 5.740 -2.065
H -1.790 3.476 -2.473
H 1.863 3.737 -4.771
H 4.103 3.976 -5.770
H 6.064 2.944 -4.672
H 5.788 1.697 -2.559
H 3.524 1.472 -1.543
S -2.547 1.003 -0.931
C -3.714 -0.314 -0.999
C -5.033 0.017 -1.370
C -6.022 -0.931 -1.526
C -5.745 -2.283 -1.337
C -4.465 -2.645 -0.981
C -3.464 -1.684 -0.788
S -1.917 -2.336 -0.230
H -5.254 1.065 -1.528
H -7.022 -0.616 -1.801
H -6.513 -3.034 -1.464
H -4.221 -3.687 -0.818
O 0.657 1.845 2.168
P 1.416 2.338 3.350
N 0.488 2.145 4.704
C 0.867 2.634 6.039
C -0.422 2.525 6.878
C -1.399 1.729 6.008
C -0.978 2.088 4.591
N 2.856 1.648 3.759
C 2.882 0.292 4.362
C 4.307 -0.238 4.096
C 5.039 0.917 3.402
C 3.911 1.670 2.719
N 1.850 3.897 3.029
C 2.721 4.732 3.859
C 1.933 6.027 3.999
C 1.331 6.175 2.600
C 0.949 4.740 2.213
H 1.216 3.669 6.012
H 1.673 2.026 6.449
H -0.825 3.519 7.078
H -0.235 2.048 7.839
H -2.439 1.992 6.203
H -1.284 0.657 6.173
H -1.405 3.058 4.304
H -1.273 1.356 3.843
H 2.145 -0.370 3.904
H 2.665 0.363 5.428
H 4.242 -1.109 3.448
H 4.802 -0.540 5.019
H 5.800 0.576 2.701
H 5.512 1.572 4.137
H 3.578 1.123 1.829
H 4.153 2.694 2.439
H 3.668 4.928 3.340
H 2.964 4.244 4.800
H 2.547 6.875 4.302
H 1.135 5.893 4.736
H 2.092 6.559 1.916
H 0.477 6.849 2.565
H 1.085 4.540 1.150
H -0.097 4.530 2.446
C 1.235 -4.309 6.535
C 0.206 -3.757 5.588
C -0.612 -4.611 4.855
C -1.505 -4.117 3.922
C -1.562 -2.749 3.720
C -0.766 -1.870 4.434
C 0.099 -2.386 5.384
S -2.701 -2.098 2.563
O -2.435 -2.986 1.259
O -4.023 -2.426 2.988
O -2.357 -0.727 2.268
H 0.899 -5.241 6.990
H 1.465 -3.599 7.329
H 2.159 -4.516 5.991
H -0.534 -5.682 5.005
H -2.134 -4.784 3.348
H -0.802 -0.810 4.223
H 0.731 -1.713 5.949
```

Summary:
Net charge: 0
Gap between HOMO and LUMO, eV: 7.19
E_tot, eV: -143317.966
Highest occupied orbital energy, eV: -6.872